# 1
C8H9IrN2O5S | ωB97M-V/def2-TZVPD

## Properties
largest force on an atom	7.357	eV/A
expectation value of S²	6.032
E_HOMO (alpha / beta)	-15.5 / -18.2	eV
spin multiplicity	5
electronic energy	-1297.6511	hartree
Kohn-Sham gap (alpha / beta)	5.788 / 6.170	eV
net charge	+2

Geometry (Å):
O -0.2999 -4.5980 -0.3658
C 0.5514 -3.8056 -0.0692
Ir -0.2385 0.5919 -2.3893
O 2.2490 -2.1397 0.5130
C 1.4400 -2.9678 0.2122
C 1.6384 0.5591 -2.1064
O 2.7858 0.4282 -1.9347
C 0.3059 4.3045 -2.6374
O -0.1726 5.2422 -3.0866
C -0.8322 0.9078 -4.1420
O -1.2685 1.0146 -5.2179
H -0.4430 -0.8180 -2.4252
C 0.7944 1.1834 2.0478
N -0.4767 1.3198 1.3260
C -1.0250 0.2962 0.6457
S -1.8857 0.7174 -0.8060
N -0.9588 -0.9629 1.1051
C -0.8786 -1.2734 2.5408
H 1.4325 0.3986 1.6175
H 0.5924 0.9808 3.1052
H 1.3165 2.1412 1.9727
H -0.6007 2.2218 0.8528
H -1.4505 -1.6461 0.5185
H -1.2167 -0.4285 3.1563
H -1.5117 -2.1386 2.7630
H 0.1530 -1.5291 2.8041


# 2
C4H5NO2 | ωB97M-V/def2-TZVPD

## Properties
largest force on an atom	4.044	eV/A
E_HOMO	-9.9	eV
spin multiplicity	1
SMILES	C=CC(=C)[N+](=O)[O-]
electronic energy	-360.4682	hartree
energy above the lowest of the compared OMol25 structures with the same formula, charge and spin	5.477	eV
Kohn-Sham gap	9.439	eV

Geometry (Å):
C 1.9499 -0.8942 0.1825
C 0.5929 -0.8315 0.2717
C -0.4679 0.3242 0.0633
C -0.2533 1.5797 -0.3203
N -1.8510 -0.1385 -0.0268
O -2.1489 -1.2768 -0.2910
O -2.6645 0.5856 0.5429
H 2.4706 -1.8133 0.1447
H 2.7388 -0.1659 0.0010
H 0.1347 -1.8126 0.4509
H -1.1283 2.1895 -0.5727
H 0.6270 2.2537 -0.4462


# 3
C11H21ClN2O4P2 | ωB97M-V/def2-TZVPD

## Properties
largest force on an atom	5.298	eV/A
E_HOMO	-7.3	eV
spin multiplicity	1
electronic energy	-1984.8468	hartree
Kohn-Sham gap	4.995	eV

Geometry (Å):
C 0.3857 -2.1993 0.7663
C -0.8230 -2.3509 -0.2765
C -0.3219 -1.6694 -1.6748
C -2.2300 -1.7906 0.2311
C -2.1812 -0.2305 0.5989
C -2.9629 -0.0101 2.0164
C -2.8997 0.7119 -0.4748
O -2.5152 2.1228 -0.3811
N -1.1589 2.1788 -0.5014
C -0.4748 2.6110 0.6712
C 1.0970 2.6420 0.6114
C 1.7470 2.1541 -0.7410
P 3.6113 2.0659 -0.9793
P 4.2732 0.7156 0.6381
O 5.5025 1.2919 1.3758
O 4.6335 -0.8645 0.0395
O 3.0471 0.4749 1.8222
C 0.6895 1.7542 -1.8497
N -0.7044 1.7742 -1.6743
H 1.3337 -2.5681 0.2144
H 0.2707 -2.8230 1.7229
H 0.6121 -1.1279 1.0925
H -0.9026 -3.4826 -0.5099
H -0.9941 -1.9271 -2.5634
H 0.7675 -1.9730 -1.8768
H -0.3277 -0.5445 -1.5046
H -3.0291 -2.0257 -0.5724
H -2.5837 -2.3652 1.1704
H -1.0903 0.0172 0.8185
H -4.0796 -0.1824 1.8736
H -2.7899 1.0977 2.2799
H -2.4910 -0.6537 2.8384
H -4.0278 0.6828 -0.2242
H -2.8370 0.3131 -1.5581
H -0.9976 2.9247 1.6353
H 1.7309 2.9955 1.5028
H 3.9034 1.3490 -2.1875
H 3.8060 -1.3997 -0.0047
H 3.0272 -0.4894 2.0513
H 1.0974 1.3866 -2.8631
Cl 0.8867 -0.5864 -3.5530


# 4
C2H3N2OP | ωB97M-V/def2-TZVPD

## Properties
largest force on an atom	3.966	eV/A
E_HOMO	-8.3	eV
spin multiplicity	1
SMILES	On1ccpn1
electronic energy	-603.9744	hartree
energy above the lowest of the compared OMol25 structures with the same formula, charge and spin	3.466	eV
Kohn-Sham gap	8.659	eV

Geometry (Å):
O -1.1465 -1.5512 0.0065
N 0.1619 -1.0368 -0.0095
C 0.1018 0.3024 0.0596
C 1.3900 0.8679 0.0259
P 2.6655 -0.3048 -0.0137
N 1.1509 -1.8017 -0.0516
H -0.9694 -2.5504 0.0772
H -0.7771 0.7541 0.3434
H 1.6286 2.0222 -0.0066